1.
DFT (ωB97M-V/def2-TZVPD) results for C47H64IN2O2P3ReSi as an isolated structure.

CARTESIAN COORDINATES (ANGSTROEM)
Re 0.253 -1.068 -0.337
C 3.338 0.608 -2.804
C 2.192 -0.056 -3.555
C 2.168 0.528 -4.975
P 0.579 0.102 -2.635
C -0.638 -0.468 -3.950
C -1.630 -1.528 -3.499
C -1.417 0.637 -4.670
C 0.486 1.900 -2.339
C 0.376 2.823 -3.384
C 0.461 4.183 -3.140
C 0.671 4.646 -1.849
C 0.785 3.738 -0.813
C 0.698 2.361 -1.040
Si 0.938 1.221 0.427
C 2.830 1.190 0.636
C 3.564 2.378 0.706
C 4.948 2.375 0.695
C 5.642 1.174 0.619
C 4.944 -0.020 0.571
C 3.549 -0.010 0.578
P 2.555 -1.523 0.615
C 2.609 -1.948 2.429
C 2.197 -0.775 3.314
C 4.009 -2.405 2.861
C 3.521 -2.883 -0.191
C 3.536 -2.751 -1.710
C 3.105 -4.306 0.196
C 0.133 2.020 1.936
C 1.013 2.445 2.938
C 0.576 3.130 4.062
C -0.770 3.412 4.200
C -1.658 3.021 3.209
C -1.242 2.334 2.071
P -2.429 1.744 0.794
C -4.125 1.696 1.585
C -4.124 0.750 2.787
C -4.914 2.966 1.915
C -2.553 3.130 -0.447
C -3.766 2.899 -1.354
C -2.463 4.556 0.084
H 4.274 0.420 -3.331
H 3.444 0.253 -1.785
H 3.191 1.688 -2.763
H 2.356 -1.135 -3.628
H 2.176 1.616 -4.945
H 1.338 0.200 -5.597
H 3.085 0.217 -5.477
H 0.035 -0.948 -4.664
H -2.433 -1.072 -2.928
H -1.174 -2.301 -2.889
H -2.053 -2.002 -4.386
H -1.872 1.338 -3.968
H -2.221 0.170 -5.239
H -0.814 1.196 -5.380
H 0.229 2.499 -4.399
H 0.364 4.880 -3.961
H 0.733 5.708 -1.653
H 0.906 4.107 0.199
H 3.050 3.329 0.756
H 5.490 3.310 0.739
H 6.723 1.169 0.602
H 5.500 -0.946 0.517
H 1.916 -2.781 2.584
H 2.973 -0.009 3.298
H 2.108 -1.125 4.344
H 1.256 -0.317 3.025
H 4.717 -1.580 2.785
H 4.400 -3.251 2.302
H 3.967 -2.697 3.911
H 4.536 -2.719 0.181
H 2.520 -2.682 -2.107
H 3.994 -3.639 -2.147
H 4.104 -1.886 -2.044
H 2.203 -4.610 -0.331
H 2.957 -4.451 1.265
H 3.899 -4.985 -0.116
H 2.073 2.244 2.846
H 1.286 3.445 4.815
H -1.133 3.944 5.068
H -2.701 3.265 3.332
H -4.682 1.190 0.784
H -3.488 1.123 3.593
H -3.781 -0.244 2.505
H -5.133 0.649 3.188
H -5.911 2.673 2.248
H -5.044 3.618 1.057
H -4.477 3.557 2.717
H -1.682 2.968 -1.080
H -4.707 3.158 -0.872
H -3.833 1.858 -1.680
H -3.678 3.521 -2.247
H -3.293 4.815 0.738
H -2.468 5.262 -0.749
H -1.542 4.714 0.647
C -1.606 -1.560 3.618
C -1.493 -1.662 2.129
O -0.379 -1.313 1.646
C -2.555 -2.183 1.323
C -3.597 -2.913 1.937
C -4.614 -3.449 1.194
C -4.636 -3.224 -0.190
C -3.655 -2.490 -0.816
C -2.584 -1.966 -0.078
O -1.673 -1.231 -0.692
H -0.908 -0.806 3.975
H -1.332 -2.520 4.068
H -2.616 -1.317 3.938
H -3.580 -3.067 3.007
H -5.396 -4.025 1.666
H -5.447 -3.629 -0.781
H -3.704 -2.311 -1.878
I -1.598 -7.121 -1.440
C -0.769 -5.481 -0.526
C -0.487 -5.308 0.813
N 0.014 -4.072 0.949
N 0.082 -3.418 -0.224
C -0.393 -4.276 -1.126
H -0.603 -5.971 1.653
H 0.336 -3.624 1.791
H -0.438 -4.019 -2.168

The value obtained for the relative energy (zero: lowest compared OMol25 entry of this formula, charge and spin) is 0.407 eV. The expectation value of S² is 3.78. The total energy comes out at -3778.45386 Eh. Its LUMO energy (spin up / spin down) is -5.497 / -6.633 eV. The net charge is +2. Its multiplicity is 4. The value obtained for the frontier orbital gap (spin up / spin down) is 6.94 / 5.78 eV.

Löwdin atomic charge list, values in e, 6 entries: 1.236, -0.103, -0.512, -0.085, 1.048, -0.490

2.
DFT (ωB97M-V/def2-TZVPD) results for a 2-piece molecular cluster, C4H13N2O overall at a distorted geometry.

CARTESIAN COORDINATES (ANGSTROEM)
C 2.099 0.804 0.294
C -1.202 -0.161 1.781
C -1.387 -0.180 -1.908
C 1.036 0.083 0.857
N -0.113 0.582 1.275
N -0.051 -0.568 -1.389
O 1.094 -1.215 1.265
H 2.607 1.388 1.112
H 1.701 1.568 -0.314
H 2.497 0.191 -0.407
H -1.658 0.286 2.662
H -2.017 -0.148 1.073
H -0.874 -1.155 2.010
H -2.225 -0.979 -1.619
H -1.627 0.816 -1.383
H -1.382 0.049 -3.022
H -0.294 1.624 1.186
H -0.182 -1.481 -0.961
H 0.519 -0.715 -2.274
H 1.976 -1.543 1.348

The value obtained for the relative energy (zero: lowest compared OMol25 entry of this formula, charge and spin) is 2.725 eV. The total energy comes out at -344.66671 Eh. Its LUMO energy is -3.479 eV. The net charge is +1. The value obtained for the frontier orbital gap is 10.12 eV.

natural (NBO) atomic charge list, values in e, 6 entries: -0.745, -0.444, -0.434, 0.776, -0.496, -0.879